Entry 1:
DFT (ωB97M-V/def2-TZVPD) results for a structure of composition C42H39AsN7O2Ti.

Geometry (Å):
Ti: -0.430 -0.119 0.785
C: -3.890 0.376 3.532
C: -2.624 0.059 3.023
N: -2.359 0.071 1.731
C: -3.340 0.400 0.834
C: -4.625 0.770 1.268
C: -4.878 0.735 2.660
C: -5.581 1.193 0.316
C: -5.217 1.261 -0.995
C: -3.936 0.853 -1.434
C: -2.996 0.354 -0.557
N: -1.720 -0.151 -0.815
C: -1.228 -0.511 -2.056
C: -1.889 -0.641 -3.266
C: -1.221 -1.090 -4.430
C: 0.100 -1.437 -4.426
C: 0.820 -1.346 -3.208
C: 2.183 -1.702 -3.082
C: 2.825 -1.561 -1.884
C: 2.106 -1.067 -0.786
N: 0.831 -0.737 -0.875
C: 0.165 -0.865 -2.060
H: -4.063 0.341 4.598
H: -1.811 -0.212 3.686
H: -5.865 1.002 3.018
H: -6.573 1.477 0.640
H: -5.925 1.617 -1.732
H: -3.727 0.942 -2.487
H: -2.951 -0.483 -3.340
H: -1.795 -1.185 -5.343
H: 0.589 -1.809 -5.316
H: 2.704 -2.095 -3.947
H: 3.864 -1.834 -1.763
H: 2.580 -0.944 0.182
N: -0.386 2.122 0.380
C: 1.056 2.421 0.289
C: 1.419 3.895 0.468
C: 0.775 4.844 -0.550
C: 1.450 4.936 -1.923
N: 1.642 3.666 -2.642
C: 0.694 2.918 -3.185
N: -0.592 3.290 -3.105
N: 0.999 1.768 -3.779
C: 1.784 1.529 1.316
O: 2.969 1.647 1.477
O: 0.993 0.635 1.886
H: -0.892 2.403 -0.453
H: -0.803 2.602 1.175
H: 1.386 2.059 -0.685
H: 2.507 3.979 0.458
H: 1.097 4.197 1.468
H: 0.798 5.857 -0.147
H: -0.287 4.599 -0.652
H: 2.449 5.348 -1.802
H: 0.904 5.631 -2.565
H: 2.593 3.353 -2.760
H: -0.822 4.245 -2.887
H: -1.283 2.761 -3.614
H: 1.940 1.409 -3.771
H: 0.287 1.152 -4.149
C: -2.370 -4.222 5.453
C: -0.985 -4.164 5.516
C: -0.257 -3.681 4.436
C: -0.926 -3.245 3.299
C: -2.317 -3.294 3.238
C: -3.036 -3.791 4.314
As: 0.026 -2.578 1.762
C: 0.059 -3.971 0.433
C: -0.995 -4.441 -0.332
C: -0.756 -5.431 -1.276
C: 0.531 -5.926 -1.450
C: 1.586 -5.444 -0.688
C: 1.359 -4.457 0.264
C: 2.382 -3.841 1.137
C: 3.745 -4.111 1.117
C: 4.600 -3.422 1.967
C: 4.113 -2.451 2.835
C: 2.754 -2.163 2.859
C: 1.903 -2.872 2.026
H: -2.932 -4.607 6.293
H: -0.466 -4.504 6.402
H: 0.825 -3.653 4.478
H: -2.837 -2.955 2.347
H: -4.116 -3.848 4.264
H: -1.998 -4.055 -0.189
H: -1.571 -5.820 -1.871
H: 0.713 -6.702 -2.182
H: 2.581 -5.847 -0.833
H: 4.145 -4.859 0.444
H: 5.659 -3.643 1.951
H: 4.790 -1.915 3.486
H: 2.373 -1.387 3.511

Computed properties:
Multiplicity: 2
M: 796.61 g/mol
Energy relative to the best compared isomer or geometry (same formula, charge and spin): 0.0 kJ/mol
HOMO energy (spin up / spin down): -12.4 / -12.4 eV
Charge: +2
Gap between HOMO and LUMO (spin up / spin down): 7.10 / 7.04 eV

Entry 2:
DFT (ωB97M-V/def2-TZVPD) results for the molecule P2S4 in a non-equilibrium geometry.

Geometry (Å):
P: 0.864 0.829 0.719
P: -0.289 -1.237 -0.474
S: 0.923 0.879 2.651
S: 0.509 -2.683 -1.485
S: -0.958 1.707 0.082
S: -1.058 0.534 -1.516

Computed properties:
SMILES: S=P1=P(=S)SS1
M: 190.22 g/mol
Energy relative to the best compared isomer or geometry (same formula, charge and spin): 0.0 kJ/mol
HOMO energy: -8.8 eV
Gap between HOMO and LUMO: 6.32 eV

Entry 3:
DFT (ωB97M-V/def2-TZVPD) results for a cluster of 6 separate species, C47H101N5O7 in total in a non-equilibrium geometry.

Geometry (Å):
C: 3.856 0.255 3.971
C: 2.354 -0.001 4.360
C: 1.870 -1.384 3.764
C: 0.663 -1.938 4.480
C: 1.022 -2.098 5.952
C: 1.368 -0.763 6.559
N: 2.509 -0.240 5.768
O: 2.814 1.044 6.428
C: 0.175 0.132 6.542
C: 1.835 -1.030 7.976
C: 1.535 1.177 3.775
H: 4.065 0.459 2.907
H: 4.402 -0.653 4.265
H: 4.238 1.114 4.538
H: 1.706 -1.284 2.682
H: 2.719 -2.053 3.805
H: 0.385 -2.887 4.041
H: -0.186 -1.270 4.332
H: 1.918 -2.740 5.956
H: 0.371 -2.687 6.598
H: -0.691 -0.345 6.897
H: 0.239 0.996 7.181
H: -0.135 0.454 5.577
H: 2.382 -1.937 8.161
H: 2.470 -0.172 8.224
H: 0.898 -0.965 8.629
H: 1.943 1.358 2.778
H: 1.468 2.125 4.298
H: 0.504 0.901 3.557
H: 1.976 1.565 6.352
C: -5.896 4.303 0.561
C: -5.121 4.697 -0.761
C: -4.570 6.069 -0.860
C: -3.287 6.288 -0.118
C: -2.201 5.299 -0.531
C: -2.724 3.843 -0.434
N: -4.080 3.723 -1.092
O: -4.534 2.407 -0.763
C: -1.774 2.950 -1.261
C: -2.678 3.353 1.017
C: -6.178 4.508 -1.819
H: -6.228 3.268 0.410
H: -6.779 4.889 0.733
H: -5.311 4.505 1.493
H: -4.426 6.370 -1.962
H: -5.382 6.712 -0.457
H: -3.552 6.180 0.974
H: -2.980 7.342 -0.178
H: -1.350 5.494 0.182
H: -1.867 5.553 -1.585
H: -0.738 3.020 -0.865
H: -2.036 1.902 -1.217
H: -1.814 3.212 -2.347
H: -1.596 3.319 1.277
H: -3.139 4.060 1.690
H: -3.097 2.381 1.275
H: -5.765 4.587 -2.847
H: -6.916 5.267 -1.732
H: -6.651 3.530 -1.815
H: -4.756 2.067 -1.650
C: -0.012 -2.074 -2.576
C: 0.675 -3.304 -3.090
C: 1.441 -2.915 -4.360
C: 2.456 -3.975 -4.822
C: 3.487 -4.053 -3.722
C: 2.851 -4.566 -2.440
N: 1.697 -3.719 -2.091
O: 1.113 -4.184 -0.868
C: 2.433 -6.056 -2.571
C: 3.906 -4.407 -1.381
C: -0.435 -4.344 -3.358
H: -0.895 -1.611 -3.075
H: 0.673 -1.238 -2.460
H: -0.364 -2.374 -1.571
H: 0.695 -2.644 -5.074
H: 1.955 -1.941 -4.165
H: 2.967 -3.708 -5.763
H: 2.007 -4.932 -4.993
H: 3.802 -3.057 -3.443
H: 4.303 -4.643 -4.067
H: 1.936 -6.639 -1.816
H: 1.820 -6.085 -3.481
H: 3.331 -6.669 -2.779
H: 4.861 -4.886 -1.735
H: 4.102 -3.343 -1.180
H: 3.607 -4.872 -0.438
H: -1.064 -4.467 -2.483
H: -0.157 -5.361 -3.634
H: -1.147 -3.997 -4.124
H: 0.551 -4.977 -1.094
C: -4.779 -3.683 0.667
C: -3.941 -3.359 1.981
C: -2.591 -4.154 1.911
C: -1.656 -3.610 0.800
C: -1.414 -2.202 1.239
C: -2.654 -1.250 1.442
N: -3.598 -1.947 2.265
O: -4.802 -1.205 2.431
C: -2.201 -0.007 2.173
C: -3.226 -0.818 0.116
C: -4.670 -3.897 3.242
H: -4.676 -4.790 0.494
H: -4.581 -3.202 -0.289
H: -5.833 -3.484 0.847
H: -2.096 -4.020 2.895
H: -2.874 -5.196 1.822
H: -2.102 -3.647 -0.141
H: -0.708 -4.140 0.751
H: -0.717 -1.657 0.588
H: -0.931 -2.186 2.225
H: -3.131 0.565 2.480
H: -1.543 -0.240 2.993
H: -1.685 0.713 1.519
H: -3.964 0.014 0.211
H: -2.401 -0.338 -0.446
H: -3.706 -1.551 -0.506
H: -4.055 -3.695 4.105
H: -4.838 -4.958 3.122
H: -5.562 -3.337 3.361
H: -5.349 -1.340 1.605
C: 0.627 1.400 -3.746
C: 1.822 2.339 -3.907
C: 1.572 3.666 -3.142
C: 2.772 4.610 -2.982
C: 3.838 3.894 -2.204
C: 4.211 2.497 -2.850
N: 2.981 1.746 -3.137
O: 3.319 0.447 -3.703
C: 5.214 2.680 -4.053
C: 4.879 1.801 -1.736
C: 2.180 2.502 -5.346
H: -0.274 1.769 -4.244
H: 0.462 1.248 -2.685
H: 0.898 0.391 -4.093
H: 0.701 4.193 -3.558
H: 1.244 3.420 -2.101
H: 2.366 5.507 -2.495
H: 3.063 4.958 -3.959
H: 3.394 3.574 -1.217
H: 4.709 4.557 -2.134
H: 6.134 3.041 -3.718
H: 5.436 1.690 -4.434
H: 4.763 3.277 -4.801
H: 5.788 2.299 -1.299
H: 4.130 1.697 -0.922
H: 5.282 0.828 -1.992
H: 2.886 3.318 -5.534
H: 1.306 2.714 -5.968
H: 2.669 1.596 -5.659
H: 3.278 -0.089 -2.877
C: 1.180 0.238 0.001
C: 2.316 -0.785 0.154
O: 2.859 -0.993 -1.170
O: 1.607 1.605 -0.207
H: 0.609 0.297 0.959
H: 0.521 -0.102 -0.833
H: 1.988 -1.769 0.576
H: 3.153 -0.407 0.674
H: 2.564 -1.864 -1.467
H: 1.992 1.646 -1.114

Computed properties:
SMILES: CC1(C)CCCC(C)(C)N1O.CC1(C)CCCC(C)(C)N1O.CC1(C)CCCC(C)(C)N1O.CC1(C)CCCC(C)(C)N1O.CC1(C)CCCC(C)(C)N1O.OCCO
M: 848.35 g/mol
Energy relative to the best compared isomer or geometry (same formula, charge and spin): 53.2 kJ/mol
HOMO energy: -8.6 eV
Gap between HOMO and LUMO: 8.93 eV

Entry 4:
DFT (ωB97M-V/def2-TZVPD) results for the ion C6H7N2 with charge +1 in a non-equilibrium geometry.

Geometry (Å):
C: -2.080 0.294 -0.100
C: -3.323 0.323 0.037
C: 1.680 0.617 -0.791
C: 0.511 0.526 0.070
C: 2.701 -0.398 -0.262
C: -0.772 0.433 -0.177
N: 2.309 -0.970 0.788
N: -4.588 0.101 -0.008
H: 1.369 0.359 -1.803
H: 2.109 1.656 -0.559
H: 0.886 0.163 1.004
H: 3.647 -0.402 -0.863
H: 3.038 -1.523 1.180
H: -4.934 -0.906 -0.231
H: -5.287 0.806 0.173

Computed properties:
SMILES: [H]/N=C/CC=C=C=C=[NH2+]
M: 107.14 g/mol
Energy relative to the best compared isomer or geometry (same formula, charge and spin): 373.3 kJ/mol
HOMO energy: -13.9 eV
Charge: +1
Gap between HOMO and LUMO: 8.70 eV

Entry 5:
DFT (ωB97M-V/def2-TZVPD) results for the molecule C8H12O2 in a non-equilibrium geometry.

Geometry (Å):
C: -2.285 0.219 0.472
C: -1.523 -0.500 -1.560
C: -0.298 0.122 -0.858
C: 1.034 -0.595 -1.140
C: 1.887 -0.498 0.241
C: 1.480 0.833 0.968
C: 0.058 0.686 1.520
C: -0.793 -0.089 0.558
H: -1.557 -0.266 -2.686
H: -1.485 -1.580 -1.358
H: -0.243 1.196 -1.062
H: 1.640 -0.148 -1.965
H: 0.888 -1.654 -1.311
H: 2.933 -0.398 -0.083
H: 1.712 -1.310 0.911
H: 1.485 1.657 0.260
H: 2.141 1.105 1.785
H: -0.538 1.654 1.593
H: -0.028 0.196 2.556
H: -0.795 -1.168 0.703
O: -3.079 0.519 1.304
O: -2.634 0.020 -0.851

Computed properties:
SMILES: O=C1OC[C@@H]2CCCC[C@@H]12
M: 140.18 g/mol
Energy relative to the best compared isomer or geometry (same formula, charge and spin): 1.3 kJ/mol
HOMO energy: -10.2 eV
Gap between HOMO and LUMO: 11.08 eV

Entry 6:
DFT (ωB97M-V/def2-TZVPD) results for a structure of composition C25H28GeInN3O8Se.

Geometry (Å):
In: -0.125 0.279 1.520
O: -4.725 -1.009 3.204
C: -3.469 -0.591 2.946
O: -2.631 -1.315 2.480
C: -3.263 0.850 3.301
C: -4.217 1.569 3.999
C: -3.941 2.897 4.307
C: -2.738 3.438 3.904
C: -1.841 2.638 3.198
N: -2.101 1.372 2.908
C: -0.499 3.218 2.739
O: -0.237 4.358 3.087
O: 0.210 2.440 2.014
H: -4.750 -1.949 2.972
H: -5.145 1.100 4.291
H: -4.659 3.491 4.854
H: -2.446 4.458 4.111
O: -4.415 0.038 -0.743
C: -3.124 -0.193 -0.445
O: -2.413 0.659 0.020
C: -2.702 -1.594 -0.756
C: -3.599 -2.549 -1.201
C: -3.108 -3.821 -1.477
C: -1.764 -4.075 -1.302
C: -0.955 -3.035 -0.850
N: -1.403 -1.828 -0.587
C: 0.973 -3.215 0.592
O: -0.008 -3.338 1.511
O: 2.138 -3.102 0.874
H: -4.584 0.966 -0.521
H: -4.642 -2.304 -1.333
H: -3.774 -4.600 -1.823
H: -1.330 -5.044 -1.507
H: 0.408 -3.143 2.362
C: 2.406 5.071 0.335
Ge: 2.773 3.307 -0.415
C: 3.561 2.174 0.967
C: 4.000 3.462 -1.932
C: 1.035 2.690 -1.095
Se: 0.841 0.932 -1.917
C: 2.424 -0.032 -1.330
H: 3.339 5.585 0.572
H: 1.813 4.974 1.245
H: 1.852 5.683 -0.379
H: 4.222 2.787 1.581
H: 4.147 1.361 0.539
H: 2.791 1.765 1.620
H: 4.985 3.789 -1.596
H: 3.624 4.193 -2.649
H: 4.114 2.510 -2.452
H: 0.758 3.403 -1.874
H: 0.314 2.788 -0.287
H: 3.332 0.483 -1.633
H: 2.376 -0.992 -1.841
H: 2.426 -0.206 -0.256
N: 0.449 -3.236 -0.681
C: 1.245 -3.419 -1.846
C: 2.448 -4.117 -1.809
C: 3.184 -4.269 -2.974
C: 2.741 -3.739 -4.177
C: 1.543 -3.042 -4.208
C: 0.800 -2.876 -3.050
H: 2.816 -4.520 -0.879
H: 4.121 -4.810 -2.935
H: 3.327 -3.863 -5.077
H: 1.187 -2.606 -5.132
H: -0.114 -2.298 -3.082

Computed properties:
M: 764.90 g/mol
HOMO energy: -7.4 eV
Gap between HOMO and LUMO: 7.03 eV

Entry 7:
DFT (ωB97M-V/def2-TZVPD) results for the molecule C8H13NOS in a non-equilibrium geometry.

Geometry (Å):
C: 1.042 -2.786 0.674
C: 0.759 -0.356 0.233
C: -0.500 -1.287 0.411
C: 2.129 1.761 -0.134
C: -0.190 1.761 0.878
C: 0.129 1.116 -1.619
C: -2.725 -1.707 0.176
C: 0.727 1.081 -0.164
N: -0.213 -2.574 0.694
O: -1.705 -0.730 0.076
S: 2.025 -1.390 0.433
H: 1.325 -3.815 0.768
H: 2.094 2.768 0.011
H: 2.531 1.228 0.748
H: 2.714 1.545 -1.132
H: -0.579 2.690 0.414
H: -0.897 1.107 1.131
H: 0.591 1.949 1.766
H: -0.193 2.133 -2.010
H: 0.840 0.954 -2.300
H: -0.720 0.469 -1.892
H: -2.620 -2.612 -0.302
H: -3.623 -1.247 -0.046
H: -2.942 -2.058 1.185

Computed properties:
SMILES: COc1ncsc1C(C)(C)C
M: 171.26 g/mol
Energy relative to the best compared isomer or geometry (same formula, charge and spin): 223.7 kJ/mol
HOMO energy: -7.7 eV
Gap between HOMO and LUMO: 8.50 eV

Entry 8:
DFT (ωB97M-V/def2-TZVPD) results for a cluster of 2 separate species, C5H11NO2S in total in a non-equilibrium geometry.

Geometry (Å):
C: -0.513 -1.280 1.206
C: -1.009 1.195 0.628
C: -2.325 -0.524 -0.564
C: 2.623 -0.235 -0.482
C: -0.933 -0.233 0.108
N: 2.819 1.115 -0.904
O: 3.355 1.302 -1.978
O: 2.588 1.928 -0.062
S: 0.095 -0.424 -1.360
H: -0.989 -1.133 2.202
H: -0.805 -2.180 0.819
H: 0.630 -1.115 1.286
H: -1.415 1.796 -0.125
H: 0.002 1.527 0.781
H: -1.797 1.321 1.428
H: -2.496 0.263 -1.395
H: -2.483 -1.496 -0.964
H: -3.221 -0.485 0.092
H: 2.937 -0.412 0.500
H: 2.935 -0.931 -1.214

Computed properties:
M: 149.22 g/mol
Energy relative to the best compared isomer or geometry (same formula, charge and spin): 649.9 kJ/mol
HOMO energy (spin up / spin down): -9.5 / -9.5 eV
Gap between HOMO and LUMO (spin up / spin down): 7.34 / 7.31 eV

Entry 9:
DFT (ωB97M-V/def2-TZVPD) results for a cluster of 2 separate species, C3H10NS in total in a non-equilibrium geometry.

Geometry (Å):
C: 0.623 -1.466 -2.058
C: 0.855 -1.182 -0.541
C: -0.800 -1.098 1.340
N: -0.261 -1.682 0.319
H: 0.369 -2.509 -2.224
H: -0.177 -0.842 -2.475
H: 1.452 -1.240 -2.765
H: 1.741 -1.718 -0.172
H: 0.879 -0.139 -0.281
H: -1.500 -1.686 1.936
H: -0.500 -0.062 1.515
H: -0.758 -2.535 0.019
S: -0.292 2.504 0.610
H: 1.032 2.640 0.713
H: -0.099 2.267 -0.697

Computed properties:
M: 92.19 g/mol
Energy relative to the best compared isomer or geometry (same formula, charge and spin): 117.6 kJ/mol
HOMO energy: -13.6 eV
Charge: +1
Gap between HOMO and LUMO: 8.47 eV

Entry 10:
DFT (ωB97M-V/def2-TZVPD) results for a cluster of 2 separate species, CH6N2S in total in a non-equilibrium geometry.

Geometry (Å):
S: 0.524 -3.882 5.235
H: 0.666 -2.499 4.824
N: -1.330 1.906 -1.895
C: -0.070 1.660 -2.311
N: 0.678 0.873 -1.593
H: -1.777 1.311 -1.142
H: -2.012 2.168 -2.601
H: 0.224 2.129 -3.366
H: 1.328 0.507 -2.263
H: 1.769 -4.171 5.112

Computed properties:
SMILES: [H]/N=C/N.S
M: 78.14 g/mol
Energy relative to the best compared isomer or geometry (same formula, charge and spin): 88.3 kJ/mol
HOMO energy: -9.0 eV
Gap between HOMO and LUMO: 10.06 eV

Entry 11:
DFT (ωB97M-V/def2-TZVPD) results for the molecule C12H17O2P in a non-equilibrium geometry.

Geometry (Å):
C: 0.968 -3.345 0.766
C: 1.659 -2.430 0.082
C: 0.397 -3.051 2.052
C: 1.775 -0.999 0.513
C: 0.604 -1.859 2.632
C: 1.380 -0.824 1.976
C: 1.700 0.246 2.660
C: 0.049 2.503 0.173
C: -0.484 1.978 -2.208
C: -2.306 2.059 -0.486
C: -1.087 -0.997 -1.856
C: -0.847 1.686 -0.756
O: 1.972 1.189 3.280
O: 0.997 -0.187 -0.373
P: -0.653 -0.143 -0.265
H: 0.850 -4.344 0.374
H: 2.086 -2.649 -0.885
H: -0.175 -3.815 2.555
H: 2.800 -0.632 0.352
H: 0.226 -1.632 3.618
H: -0.065 3.569 -0.033
H: -0.218 2.326 1.218
H: 1.097 2.237 0.033
H: 0.508 1.595 -2.440
H: -0.480 3.055 -2.376
H: -1.204 1.536 -2.895
H: -2.558 1.863 0.556
H: -2.465 3.118 -0.682
H: -2.986 1.487 -1.112
H: -2.100 -0.727 -2.144
H: -0.388 -0.743 -2.651
H: -1.051 -2.070 -1.677

Computed properties:
Multiplicity: 3
M: 224.24 g/mol
HOMO energy (spin up / spin down): -5.2 / -8.5 eV
Gap between HOMO and LUMO (spin up / spin down): 6.04 / 6.42 eV

no.,DFT total energy (eV)
1,-142660.5699
2,-61919.0466
3,-72153.0290
4,-9304.2680
5,-12585.4243
6,-174268.8328
7,-22876.8147
8,-21777.5475
9,-15590.8824
10,-14948.6720
11,-26099.6152